{
  "formula": "C25H33NO5",
  "method": "ωB97M-V/def2-TZVPD",
  "symbols": ["C", "C", "H", "H", "O", "C", "O", "C", "C", "C", "N", "C", "C", "H", "H", "H", "H", "C", "C", "C", "C", "C", "C", "C", "O", "C", "H", "H", "H", "O", "C", "H", "H", "H", "H", "H", "H", "H", "H", "H", "H", "H", "H", "C", "C", "O", "C", "C", "C", "C", "C", "C", "H", "H", "H", "H", "H", "H", "H", "H", "H", "H", "H", "H"],
  "coordinates": [[-6.12, -1.40, -0.25], [-5.05, -2.37, 0.23], [-5.36, -2.87, 1.15], [-4.84, -3.10, -0.55], [-3.85, -1.68, 0.57], [-3.02, -1.38, -0.43], [-3.22, -1.70, -1.58], [-1.76, -0.68, 0.06], [-2.09, 0.34, 1.16], [-2.86, 1.54, 0.59], [-2.20, 2.20, -0.51], [-1.90, 1.26, -1.57], [-1.10, 0.04, -1.13], [-1.03, -0.66, -1.97], [-0.10, 0.36, -0.85], [-1.36, 1.79, -2.35], [-2.86, 0.92, -1.98], [-1.20, 3.20, -0.20], [0.07, 2.74, 0.50], [0.13, 2.71, 1.88], [1.27, 2.26, 2.53], [2.35, 1.81, 1.80], [2.32, 1.83, 0.41], [1.19, 2.34, -0.25], [1.05, 2.44, -1.61], [2.19, 2.61, -2.43], [1.80, 2.97, -3.38], [2.87, 3.36, -2.01], [2.72, 1.68, -2.59], [3.35, 1.35, -0.37], [4.48, 0.81, 0.27], [4.22, -0.06, 0.89], [5.13, 0.48, -0.54], [5.00, 1.56, 0.87], [3.21, 1.43, 2.32], [1.31, 2.25, 3.61], [-0.72, 3.06, 2.46], [-1.69, 3.94, 0.44], [-0.93, 3.67, -1.14], [-3.04, 2.27, 1.38], [-3.83, 1.19, 0.22], [-2.69, -0.15, 1.94], [-1.17, 0.69, 1.61], [-0.84, -1.81, 0.59], [0.38, -1.32, 1.38], [1.38, -2.31, 1.51], [2.31, -2.45, 0.53], [2.30, -1.82, -0.71], [3.33, -2.03, -1.61], [4.38, -2.88, -1.29], [4.39, -3.53, -0.07], [3.36, -3.32, 0.83], [3.35, -3.81, 1.79], [5.19, -4.20, 0.19], [5.18, -3.04, -2.00], [3.31, -1.53, -2.56], [1.50, -1.16, -0.99], [0.80, -0.41, 0.93], [0.09, -1.09, 2.41], [-0.50, -2.40, -0.26], [-1.43, -2.47, 1.24], [-7.05, -1.94, -0.44], [-5.80, -0.92, -1.17], [-6.31, -0.63, 0.50]],
  "mulliken_charge": [-1.126, -0.307, 0.337, 0.331, -0.288, -0.813, -0.618, 3.396, -1.076, -1.277, 0.396, -1.610, 0.359, 0.609, -0.692, 0.473, 0.540, -2.186, 1.446, -0.363, -1.100, -0.306, 0.658, 0.143, -0.348, -0.910, 0.299, 0.308, 0.209, -0.215, -1.050, 0.346, 0.279, 0.376, 0.462, 0.385, 0.370, 0.565, 0.502, 0.442, 0.421, 0.713, 0.046, -1.512, -0.090, -0.459, 0.283, 0.077, -0.674, -0.654, -0.367, -0.608, 0.441, 0.398, 0.402, 0.390, 0.311, -0.190, 0.287, 0.388, 0.449, 0.423, 0.292, 0.287],
  "e_lumo_ev": 0.77,
  "total_charge": 0,
  "de_lowest_kcal_mol": 20.15,
  "homo_lumo_gap_ev": 8.707
}

{
  "formula": "C11H22BNO8",
  "method": "ωB97M-V/def2-TZVPD",
  "symbols": ["N", "C", "O", "B", "C", "C", "C", "C", "O", "H", "H", "H", "H", "H", "H", "H", "H", "H", "H", "C", "O", "C", "O", "O", "C", "H", "H", "H", "H", "H", "H", "C", "O", "C", "O", "O", "C", "H", "H", "H", "H", "H", "H"],
  "coordinates": [[-0.92, 5.02, -0.44], [-1.29, 5.47, 0.57], [-1.94, 5.86, 1.59], [-2.28, 4.76, 2.44], [-3.62, 4.01, 2.18], [-3.44, 2.51, 1.96], [-2.59, 1.79, 3.01], [-1.35, 1.20, 2.43], [-0.48, 2.27, 2.03], [-1.51, 4.50, 3.30], [-4.05, 4.42, 1.27], [-4.36, 4.20, 2.95], [-3.05, 2.30, 0.98], [-4.42, 2.06, 1.97], [-3.16, 0.97, 3.43], [-2.31, 2.42, 3.85], [-0.84, 0.64, 3.20], [-1.57, 0.54, 1.60], [-0.13, 2.05, 1.17], [4.10, -1.63, -0.32], [2.82, -0.99, -0.32], [2.84, 0.25, -0.80], [3.79, 0.84, -1.22], [1.59, 0.72, -0.74], [1.44, 2.06, -1.23], [3.95, -2.63, 0.09], [4.48, -1.72, -1.34], [4.81, -1.09, 0.30], [1.72, 2.12, -2.28], [2.04, 2.75, -0.64], [0.39, 2.31, -1.13], [0.71, -3.16, -1.08], [0.83, -3.67, -2.41], [0.78, -5.00, -2.49], [0.64, -5.76, -1.57], [0.90, -5.34, -3.77], [0.86, -6.74, -4.01], [0.77, -2.08, -1.15], [-0.25, -3.44, -0.65], [1.52, -3.52, -0.45], [-0.10, -7.16, -3.69], [1.68, -7.25, -3.50], [0.97, -6.88, -5.08]],
  "mulliken_charge": [-0.484, 0.588, -0.499, 0.349, -0.720, -0.573, -0.635, -0.618, -0.443, -0.027, 0.306, 0.342, 0.356, 0.377, 0.361, 0.327, 0.332, 0.425, 0.220, -0.759, -0.191, 0.720, -0.540, -0.268, -0.803, 0.221, 0.343, 0.333, 0.401, 0.343, 0.226, -0.429, -0.288, 0.786, -0.539, -0.323, -0.636, 0.056, 0.332, 0.222, 0.295, 0.292, 0.219],
  "e_lumo_ev": 0.36,
  "total_charge": 0,
  "homo_lumo_gap_ev": 10.880
}

{
  "formula": "C47H42F3FeGeN5P",
  "method": "ωB97M-V/def2-TZVPD",
  "symbols": ["Fe", "F", "C", "F", "F", "C", "C", "C", "N", "C", "C", "H", "H", "H", "H", "N", "C", "C", "N", "C", "H", "H", "H", "H", "N", "C", "C", "C", "N", "H", "H", "H", "H", "C", "Ge", "C", "C", "C", "C", "C", "C", "C", "C", "C", "C", "C", "C", "C", "C", "C", "C", "H", "H", "H", "H", "H", "H", "H", "H", "H", "H", "H", "H", "H", "H", "H", "C", "C", "C", "C", "C", "C", "P", "C", "C", "C", "C", "C", "C", "C", "C", "C", "C", "C", "C", "H", "H", "H", "H", "H", "H", "H", "H", "H", "H", "H", "H", "H", "H", "H"],
  "coordinates": [[0.18, -0.57, -0.74], [7.57, -0.55, -0.81], [6.77, 0.26, -1.50], [6.81, 1.47, -0.90], [7.27, 0.41, -2.73], [5.34, -0.23, -1.51], [4.49, 0.05, -2.58], [3.15, -0.26, -2.43], [2.63, -0.83, -1.34], [3.48, -1.18, -0.37], [4.83, -0.89, -0.40], [4.86, 0.51, -3.48], [2.45, -0.02, -3.22], [3.05, -1.69, 0.48], [5.47, -1.16, 0.42], [-0.22, -0.27, -5.18], [-0.13, -1.60, -4.91], [-0.07, -1.70, -3.55], [-0.14, -0.45, -3.00], [-0.23, 0.38, -4.01], [-0.29, 0.14, -6.10], [-0.11, -2.36, -5.66], [0.00, -2.58, -2.93], [-0.31, 1.45, -3.91], [0.39, -3.07, 1.61], [0.69, -4.37, 1.67], [1.21, -4.73, 0.45], [1.18, -3.56, -0.31], [0.67, -2.55, 0.40], [-0.06, -2.51, 2.32], [0.51, -4.95, 2.55], [1.57, -5.69, 0.14], [1.52, -3.39, -1.31], [-3.19, -3.09, -2.07], [-2.35, -1.90, -0.69], [-3.63, -0.33, -0.71], [-3.22, 0.94, -1.08], [-4.15, 1.96, -1.20], [-5.49, 1.70, -0.96], [-5.90, 0.44, -0.58], [-4.97, -0.58, -0.44], [-2.68, -2.83, 1.07], [-3.11, -4.14, 1.06], [-3.40, -4.81, 2.25], [-3.26, -4.18, 3.46], [-2.81, -2.85, 3.52], [-2.66, -2.17, 4.75], [-2.21, -0.87, 4.79], [-1.86, -0.21, 3.60], [-1.98, -0.86, 2.40], [-2.48, -2.17, 2.31], [-4.22, -3.29, -1.79], [-2.68, -4.04, -2.20], [-3.20, -2.58, -3.03], [-2.16, 1.12, -1.28], [-3.83, 2.95, -1.49], [-6.22, 2.49, -1.08], [-6.94, 0.23, -0.38], [-5.30, -1.57, -0.13], [-3.25, -4.65, 0.12], [-3.74, -5.84, 2.20], [-3.52, -4.69, 4.37], [-2.91, -2.69, 5.66], [-2.13, -0.36, 5.73], [-1.51, 0.81, 3.64], [-1.68, -0.36, 1.47], [-1.22, 4.75, 3.02], [-2.09, 3.87, 2.38], [-1.59, 2.89, 1.54], [-0.22, 2.81, 1.32], [0.65, 3.70, 1.94], [0.14, 4.66, 2.81], [0.50, 1.63, 0.12], [2.03, 1.23, 1.04], [3.28, 1.83, 0.91], [4.32, 1.45, 1.75], [4.11, 0.50, 2.73], [2.86, -0.08, 2.88], [1.84, 0.27, 2.04], [0.83, 2.77, -1.27], [1.99, 2.73, -2.04], [2.11, 3.53, -3.16], [1.09, 4.39, -3.52], [-0.07, 4.45, -2.75], [-0.20, 3.63, -1.64], [-1.61, 5.50, 3.69], [-3.15, 3.96, 2.52], [-2.26, 2.19, 1.07], [1.71, 3.66, 1.75], [0.82, 5.34, 3.29], [3.45, 2.61, 0.18], [5.28, 1.92, 1.64], [4.91, 0.24, 3.40], [2.70, -0.81, 3.67], [0.85, -0.16, 2.16], [2.80, 2.08, -1.77], [3.02, 3.50, -3.73], [1.19, 5.02, -4.39], [-0.86, 5.14, -2.99], [-1.11, 3.68, -1.05]],
  "mulliken_charge": [2.338, -0.261, 0.751, -0.241, -0.259, 0.272, -0.878, -0.604, 0.701, -0.446, -1.138, 0.575, 0.207, 0.559, 0.581, -0.014, -1.089, -0.247, 0.773, -0.982, 0.248, 0.465, 0.339, 0.406, -0.061, -0.500, -1.238, -0.654, 0.571, -0.082, 0.555, 0.523, 0.529, -1.662, 2.305, 0.043, -0.165, -0.502, -0.727, -0.775, -0.493, 1.052, -1.202, -1.077, -0.873, 0.874, -1.005, -1.025, -0.434, 1.479, -1.795, 0.491, 0.478, 0.395, 0.363, 0.506, 0.426, 0.436, 0.418, 0.473, 0.471, 0.465, 0.477, 0.460, 0.590, -0.482, -0.868, -0.870, 0.190, 1.003, -0.743, -0.658, 1.456, 0.388, 0.321, -1.194, -0.775, -0.866, -0.683, 0.653, -0.043, -1.147, -0.923, -0.752, -0.883, 0.429, 0.525, 0.542, 0.360, 0.473, 0.623, 0.532, 0.480, 0.533, 0.182, 0.201, 0.532, 0.436, 0.483, 0.380],
  "spin_multiplicity": 6,
  "e_lumo_ev": [-4.82, -7.31],
  "total_charge": 2,
  "de_lowest_kcal_mol": 30.38,
  "s_squared": 8.762,
  "homo_lumo_gap_ev": [7.865, 5.570]
}

{
  "formula": "C38H92Cl2N4O20P4",
  "method": "ωB97M-V/def2-TZVPD",
  "symbols": ["C", "O", "N", "C", "C", "H", "H", "H", "H", "H", "H", "H", "C", "O", "N", "C", "C", "H", "H", "H", "H", "H", "H", "H", "C", "O", "N", "C", "C", "H", "H", "H", "H", "H", "H", "H", "C", "O", "N", "C", "C", "H", "H", "H", "H", "H", "H", "H", "Cl", "C", "C", "Cl", "H", "H", "H", "H", "C", "C", "O", "P", "O", "O", "C", "C", "O", "C", "C", "H", "H", "H", "H", "H", "H", "H", "H", "H", "H", "H", "H", "H", "H", "H", "C", "C", "O", "P", "O", "O", "C", "C", "O", "C", "C", "H", "H", "H", "H", "H", "H", "H", "H", "H", "H", "H", "H", "H", "H", "H", "C", "C", "O", "P", "O", "O", "C", "C", "O", "C", "C", "H", "H", "H", "H", "H", "H", "H", "H", "H", "H", "H", "H", "H", "H", "H", "C", "C", "O", "P", "O", "O", "C", "C", "O", "C", "C", "H", "H", "H", "H", "H", "H", "H", "H", "H", "H", "H", "H", "H", "H", "H"],
  "coordinates": [[1.89, -1.45, -2.71], [1.09, -0.70, -2.18], [3.10, -1.75, -2.20], [4.00, -2.61, -2.92], [3.51, -1.20, -0.93], [1.71, -1.81, -3.73], [4.97, -2.11, -3.06], [3.65, -2.89, -3.90], [4.26, -3.52, -2.37], [4.26, -1.83, -0.46], [3.94, -0.21, -1.13], [2.69, -1.07, -0.23], [0.44, -0.83, 1.33], [0.61, -1.96, 1.75], [1.34, 0.17, 1.50], [1.20, 1.38, 0.73], [2.42, 0.12, 2.44], [-0.40, -0.51, 0.71], [0.46, 1.25, -0.07], [2.12, 1.66, 0.21], [0.80, 2.21, 1.31], [3.37, -0.12, 1.94], [2.57, 1.09, 2.92], [2.25, -0.67, 3.17], [3.46, -4.39, 0.23], [4.65, -4.64, 0.21], [2.46, -5.23, -0.08], [1.08, -4.80, -0.01], [2.71, -6.61, -0.46], [3.06, -3.41, 0.55], [1.02, -3.75, 0.30], [0.52, -5.44, 0.66], [0.61, -4.82, -1.00], [2.30, -6.79, -1.45], [3.77, -6.83, -0.40], [2.16, -7.29, 0.20], [-1.52, 5.32, -0.07], [-0.58, 6.03, -0.34], [-1.80, 4.16, -0.70], [-3.03, 3.46, -0.45], [-0.87, 3.60, -1.66], [-2.25, 5.49, 0.75], [-3.02, 2.37, -0.48], [-3.79, 3.79, -1.17], [-3.47, 3.70, 0.52], [0.16, 3.89, -1.53], [-0.96, 2.51, -1.62], [-1.23, 3.85, -2.67], [0.02, -2.51, 6.83], [0.51, -2.64, 5.09], [1.23, -3.91, 4.74], [2.82, -4.04, 5.53], [1.11, -1.76, 4.88], [-0.45, -2.57, 4.60], [1.38, -3.87, 3.66], [0.66, -4.79, 5.02], [-6.85, -1.69, 1.18], [-5.93, -0.51, 1.39], [-4.98, -0.80, 2.44], [-3.53, -1.32, 2.11], [-2.65, -0.28, 1.56], [-3.79, -2.55, 1.14], [-2.68, -3.38, 0.80], [-2.96, -4.79, 1.30], [-3.05, -2.03, 3.42], [-2.97, -1.35, 4.70], [-1.91, -0.28, 4.70], [-6.30, -2.59, 0.91], [-7.38, -1.89, 2.11], [-7.56, -1.48, 0.37], [-5.43, -0.20, 0.47], [-6.49, 0.35, 1.76], [-2.56, -3.40, -0.29], [-1.74, -3.05, 1.23], [-2.90, -4.85, 2.39], [-3.98, -5.05, 1.01], [-2.28, -5.55, 0.92], [-3.95, -0.95, 4.96], [-2.71, -2.12, 5.42], [-0.97, -0.61, 4.28], [-2.17, 0.61, 4.11], [-1.79, 0.15, 5.70], [6.92, -0.89, -6.39], [5.65, -0.45, -7.08], [5.09, 0.67, -6.36], [3.52, 0.73, -6.18], [2.85, -0.53, -5.86], [3.37, 1.89, -5.14], [3.63, 1.69, -3.74], [2.52, 2.33, -2.96], [2.97, 1.40, -7.50], [3.64, 2.51, -8.08], [2.77, 3.77, -7.93], [6.71, -1.22, -5.38], [7.37, -1.72, -6.94], [7.66, -0.09, -6.38], [5.78, -0.22, -8.13], [4.95, -1.29, -7.00], [3.69, 0.62, -3.51], [4.59, 2.12, -3.46], [1.54, 1.92, -3.17], [2.63, 2.19, -1.88], [2.51, 3.42, -3.07], [4.60, 2.74, -7.62], [3.80, 2.32, -9.14], [1.96, 3.75, -8.66], [2.32, 3.79, -6.94], [3.34, 4.68, -8.09], [-4.54, -0.60, -7.16], [-3.52, -0.86, -6.08], [-2.99, 0.37, -5.54], [-3.77, 1.10, -4.37], [-5.10, 0.55, -4.12], [-2.81, 0.95, -3.12], [-2.20, -0.29, -2.76], [-2.22, -0.44, -1.29], [-3.67, 2.60, -4.78], [-4.56, 3.55, -4.14], [-4.10, 4.94, -4.48], [-4.09, 0.07, -7.89], [-4.79, -1.50, -7.71], [-5.43, -0.08, -6.79], [-3.90, -1.51, -5.29], [-2.65, -1.36, -6.50], [-2.76, -1.13, -3.20], [-1.22, -0.39, -3.23], [-3.24, -0.49, -0.91], [-1.66, -1.33, -1.03], [-1.69, 0.38, -0.79], [-5.58, 3.36, -4.47], [-4.55, 3.40, -3.06], [-4.66, 5.62, -3.84], [-3.07, 5.10, -4.15], [-4.24, 5.20, -5.52], [-0.10, 2.66, 3.90], [0.74, 2.85, 5.12], [0.28, 1.94, 6.15], [0.74, 2.17, 7.64], [1.38, 3.46, 7.88], [-0.60, 1.85, 8.40], [-0.58, 1.97, 9.84], [-2.03, 1.98, 10.28], [1.63, 0.93, 8.04], [2.96, 0.82, 7.44], [2.89, -0.13, 6.28], [-1.17, 2.73, 4.05], [0.18, 3.43, 3.18], [0.06, 1.67, 3.46], [1.77, 2.56, 4.88], [0.82, 3.86, 5.52], [-0.09, 1.08, 10.24], [-0.04, 2.87, 10.15], [-2.15, 1.83, 11.35], [-2.56, 2.88, 9.97], [-2.53, 1.16, 9.76], [3.30, 1.82, 7.17], [3.60, 0.46, 8.24], [3.85, -0.24, 5.77], [2.68, -1.14, 6.64], [2.10, 0.11, 5.57]],
  "mulliken_charge": [-0.399, -0.380, 0.832, -1.040, -1.202, 0.378, 0.362, 0.356, 0.218, 0.606, 0.349, -0.019, 1.318, -0.673, 1.258, -0.828, -1.146, -0.907, 0.024, 0.404, -0.078, 0.333, 0.305, 0.103, 0.393, -0.669, 0.234, -0.513, -1.070, 0.243, -0.409, 0.383, 0.377, 0.333, 0.361, 0.305, 0.016, -0.599, 0.321, -0.841, -0.400, 0.320, 0.136, 0.276, 0.408, 0.458, -0.347, 0.262, -0.186, 1.577, 0.121, -0.214, -0.956, -0.451, -0.317, 0.481, -1.100, 0.010, -0.404, -0.051, 0.196, -0.022, 0.520, -1.524, -0.192, -0.958, -0.015, 0.198, 0.320, 0.401, 0.016, 0.392, 0.338, -0.235, 0.282, 0.358, 0.394, 0.397, 0.302, -0.220, 0.322, 0.244, -1.159, -0.235, -0.277, 1.098, -0.740, -0.180, 0.071, -0.669, -0.441, -0.229, -1.109, 0.198, 0.398, 0.310, 0.314, 0.333, -0.197, 0.322, 0.091, 0.054, 0.520, 0.262, 0.405, 0.308, 0.272, 0.329, -1.254, -0.209, -0.112, -0.166, -0.712, 0.863, -0.403, 0.333, -0.229, 0.222, -1.331, 0.293, 0.406, 0.300, 0.244, 0.401, 0.291, 0.184, 0.132, -0.072, -0.697, 0.319, -0.099, 0.407, 0.263, 0.355, -0.591, -0.567, 0.603, 0.371, -0.788, -0.324, -0.238, -1.271, -0.295, -0.636, -0.065, 0.380, 0.514, -0.277, 0.176, 0.499, 0.242, 0.385, 0.387, 0.315, 0.295, 0.356, 0.397, 0.381, 0.226, -0.426],
  "e_lumo_ev": 0.49,
  "total_charge": 0,
  "homo_lumo_gap_ev": 9.651
}

{
  "formula": "C4H12",
  "method": "ωB97M-V/def2-TZVPD",
  "symbols": ["C", "C", "H", "H", "H", "H", "H", "H", "C", "C", "H", "H", "H", "H", "H", "H"],
  "coordinates": [[-1.22, -0.09, -1.38], [-1.80, -1.48, -1.19], [-1.67, 0.52, -2.14], [-1.12, 0.49, -0.47], [-0.24, -0.20, -1.83], [-2.19, -1.89, -2.12], [-2.57, -1.51, -0.42], [-1.04, -2.23, -0.95], [1.39, 1.38, 1.80], [1.56, 0.21, 0.82], [2.02, 1.28, 2.68], [1.72, 2.34, 1.41], [0.33, 1.55, 1.93], [1.14, 0.37, -0.16], [1.10, -0.60, 1.38], [2.59, -0.14, 0.63]],
  "mulliken_charge": [-0.770, -0.875, 0.419, 0.156, 0.225, 0.306, 0.272, 0.264, -0.963, -0.593, 0.316, 0.298, 0.273, 0.096, 0.217, 0.359],
  "e_lumo_ev": 1.16,
  "total_charge": 0,
  "de_lowest_kcal_mol": 10.28,
  "homo_lumo_gap_ev": 12.587
}

{
  "formula": "C4H8F2",
  "method": "ωB97M-V/def2-TZVPD",
  "symbols": ["C", "C", "C", "C", "H", "H", "H", "H", "H", "H", "H", "H", "F", "F"],
  "coordinates": [[-1.88, -0.29, -0.08], [-0.66, 0.71, -0.43], [0.66, -0.02, -0.35], [1.55, -0.42, 0.84], [-1.62, -0.87, 0.85], [-2.39, -0.91, -1.22], [-2.75, 0.59, 0.20], [-0.38, 1.42, 0.50], [-0.72, 1.21, -1.37], [1.86, 0.40, 1.47], [2.52, -0.41, 0.18], [1.33, -1.43, 1.50], [1.50, 1.08, -0.74], [0.98, -1.06, -1.36]],
  "mulliken_charge": [-0.836, -0.490, 0.757, -1.104, 0.302, 0.248, 0.246, 0.252, 0.369, 0.351, 0.303, 0.251, -0.314, -0.334],
  "e_lumo_ev": 0.82,
  "total_charge": 0,
  "de_lowest_kcal_mol": 82.88,
  "homo_lumo_gap_ev": 12.357
}

Question: What is the formula in the fourth record?
Answer: C38H92Cl2N4O20P4